# 1
{"formula": "C2H10N3S", "method": "the ωB97M-V functional and the def2-TZVPD basis", "charge": 1, "lumo_ev": -3.1, "max_force_ev_per_a": 3.5, "spin_multiplicity": 1, "relative_energy_kcal_mol": 5.7, "symbols": ["N", "C", "N", "N", "H", "H", "H", "H", "H", "H", "C", "S", "H", "H", "H", "H"], "coordinates": [[-0.71053, 1.50578, 0.89231], [0.31268, 1.53380, 0.00866], [0.47024, 0.64916, -0.93957], [1.26833, 2.44322, 0.29347], [-0.60416, 2.04987, 1.75149], [-1.32100, 0.68680, 0.99298], [-0.02344, -0.22824, -0.75366], [1.36082, 0.67097, -1.40514], [1.82426, 2.61862, -0.54232], [0.95503, 3.25940, 0.79959], [-0.16215, -2.73488, -0.13489], [-1.54810, -1.74850, 0.47327], [0.35881, -2.23046, -0.97387], [0.64544, -2.96779, 0.58765], [-0.49478, -3.73526, -0.44283], [-2.33145, -1.77248, -0.60714]], "lowdin_charge": [0.181, -0.478, 0.218, 0.190, 0.139, 0.045, 0.046, 0.140, 0.134, 0.131, -0.465, 0.704, 0.023, 0.057, 0.044, -0.110]}


# 2
{"formula": "C18H12AsCl2NO8RhS2", "method": "the ωB97M-V functional and the def2-TZVPD basis", "charge": -1, "lumo_ev": 1.3, "max_force_ev_per_a": 3.3, "spin_multiplicity": 1, "relative_energy_kcal_mol": 31.2, "symbols": ["Rh", "Cl", "C", "C", "C", "C", "C", "Cl", "C", "S", "H", "H", "H", "O", "C", "O", "C", "C", "C", "C", "C", "N", "H", "H", "H", "H", "O", "As", "O", "O", "C", "C", "C", "C", "C", "C", "S", "O", "O", "O", "H", "H", "H", "H", "H"], "coordinates": [[-0.96199, -1.57990, 0.19970], [1.80516, -1.92724, 0.16808], [2.38094, -0.49260, -0.58479], [3.74454, -0.26789, -0.63751], [4.22346, 0.90234, -1.20132], [3.33143, 1.83335, -1.70733], [1.97252, 1.58124, -1.65410], [0.87557, 2.77172, -2.28907], [1.45158, 0.40904, -1.09507], [-0.29254, 0.19012, -1.11846], [4.41736, -1.01837, -0.24526], [5.28757, 1.09339, -1.24111], [3.67868, 2.75991, -2.14418], [-1.65052, -4.69586, -2.43440], [-1.50143, -3.65574, -1.81687], [-0.67187, -3.39965, -0.88073], [-2.35716, -2.46097, -2.16111], [-2.97551, -2.32043, -3.38757], [-3.63959, -1.13922, -3.66392], [-3.71736, -0.16088, -2.68589], [-3.12313, -0.38440, -1.45987], [-2.43789, -1.51391, -1.22089], [-2.89620, -3.12951, -4.09910], [-4.08307, -0.98103, -4.63908], [-4.21027, 0.78407, -2.86397], [-3.17363, 0.33160, -0.65305], [-2.77190, 1.52423, 3.11431], [-1.88780, 1.21265, 1.63835], [-2.32908, 2.35278, 0.55310], [-2.27318, -0.39208, 1.14705], [-0.00741, 1.32177, 2.05235], [0.66291, 2.42040, 1.52921], [2.03749, 2.53229, 1.68282], [2.74671, 1.54121, 2.34657], [2.08366, 0.44407, 2.87842], [0.70693, 0.33564, 2.73583], [-0.10415, -1.10981, 3.41517], [-1.35022, -0.63643, 3.98706], [0.82157, -1.68536, 4.35513], [-0.32325, -2.01069, 2.25013], [-2.55830, 0.77545, 3.70155], [0.08616, 3.16309, 0.99034], [2.55587, 3.39035, 1.27239], [3.82189, 1.62556, 2.44835], [2.60544, -0.33428, 3.41873]], "lowdin_charge": [0.932, 0.806, -0.648, -0.115, -0.094, -0.126, -0.691, 0.676, -0.633, 0.785, 0.105, 0.101, 0.101, 0.056, -0.615, -0.150, -0.170, 0.010, -0.044, -0.033, -0.151, -0.060, 0.122, 0.108, 0.114, 0.077, -0.238, 0.876, -0.475, -0.561, -0.262, -0.101, -0.080, -0.076, -0.066, -0.270, 0.473, -0.335, -0.308, -0.466, 0.007, 0.100, 0.106, 0.104, 0.111]}


# 3
{"formula": "C33H43F3N4O4S5Si2Zr", "method": "the ωB97M-V functional and the def2-TZVPD basis", "lumo_ev": -1.3, "max_force_ev_per_a": 2.9, "spin_multiplicity": 1, "relative_energy_kcal_mol": 92.3, "symbols": ["Zr", "S", "C", "N", "C", "C", "N", "C", "C", "C", "C", "C", "C", "C", "C", "S", "C", "C", "C", "C", "C", "C", "C", "H", "H", "H", "H", "H", "H", "H", "H", "H", "H", "H", "H", "H", "H", "H", "H", "H", "H", "C", "Si", "C", "C", "N", "C", "C", "C", "C", "C", "C", "N", "Si", "C", "C", "C", "H", "H", "H", "H", "H", "H", "H", "H", "H", "H", "H", "H", "H", "H", "H", "H", "H", "H", "H", "H", "H", "H", "F", "C", "F", "F", "S", "O", "O", "O", "C", "O", "C", "S", "S", "H", "H", "H"], "coordinates": [[-0.54172, -2.55518, -0.57996], [-1.20590, -0.14727, 1.10754], [-0.79262, 1.26841, 0.34252], [-0.39838, 2.38798, 0.99552], [0.07454, 3.51458, 0.20985], [-0.88363, 3.72600, -0.94007], [-0.93471, 2.50548, -1.73497], [-0.91118, 2.67178, -3.19071], [0.44702, 3.16835, -3.63429], [1.54935, 2.31787, -3.56366], [2.81457, 2.79091, -3.87126], [2.99160, 4.11084, -4.26517], [1.89709, 4.95519, -4.35984], [0.63069, 4.48527, -4.03816], [-0.85628, 1.31319, -1.13453], [-0.86149, -0.11224, -2.02487], [-0.50835, 2.55353, 2.44120], [-1.36204, 3.74870, 2.79446], [-0.85240, 4.80196, 3.54212], [-1.65078, 5.89399, 3.85677], [-2.96266, 5.94574, 3.41345], [-3.47672, 4.90023, 2.65694], [-2.68077, 3.80904, 2.35003], [1.07764, 3.31530, -0.18460], [0.10802, 4.39857, 0.84234], [-0.54059, 4.53981, -1.57595], [-1.87638, 3.97039, -0.55028], [-1.68689, 3.39033, -3.46178], [-1.14700, 1.71235, -3.64095], [1.40886, 1.28497, -3.26659], [3.66977, 2.13133, -3.79894], [3.98095, 4.48098, -4.50147], [2.02583, 5.98216, -4.67615], [-0.22231, 5.15158, -4.11216], [0.48908, 2.66094, 2.87372], [-0.95779, 1.64298, 2.83135], [0.17430, 4.76784, 3.88938], [-1.24128, 6.70477, 4.44538], [-3.58482, 6.79598, 3.66058], [-4.50187, 4.93549, 2.31090], [-3.08186, 2.98311, 1.77121], [2.34500, -0.09912, -0.62050], [2.25888, -1.06812, 1.01302], [2.17730, 0.09920, 2.51333], [3.93488, -1.95157, 1.16591], [0.79794, -2.01403, 0.94705], [0.50288, -2.98157, 1.91003], [1.40764, -3.42043, 2.88207], [1.07407, -4.40008, 3.79975], [-0.19292, -4.96392, 3.78222], [-1.11952, -4.53458, 2.85053], [-0.81103, -3.55078, 1.90604], [-1.72720, -3.05366, 0.98172], [-3.45805, -3.06424, 1.19195], [-4.27181, -4.75052, 0.89395], [-4.14172, -1.77193, -0.02512], [-3.90164, -2.47933, 2.93806], [1.95366, 0.91753, -0.52441], [1.78571, -0.60134, -1.40466], [3.38301, -0.02364, -0.95261], [2.61782, 1.07515, 2.29023], [2.72983, -0.32636, 3.35350], [1.14679, 0.24225, 2.83766], [4.69040, -1.41854, 0.58445], [3.90624, -2.97669, 0.79921], [4.27997, -1.97788, 2.20187], [2.40319, -2.99372, 2.90662], [1.81045, -4.73154, 4.52067], [-0.45422, -5.73236, 4.49813], [-2.11057, -4.97401, 2.83034], [-3.52471, -5.52334, 0.70657], [-4.93103, -4.72217, 0.02810], [-4.86821, -5.05187, 1.75868], [-3.37242, -1.07715, -0.36146], [-4.92766, -1.18510, 0.45752], [-4.58171, -2.24419, -0.90298], [-3.58585, -3.18673, 3.70666], [-4.98318, -2.35286, 3.02565], [-3.42725, -1.51952, 3.15772], [-1.28859, -4.52236, -1.33962], [-2.19057, -4.07878, -2.44207], [-2.07205, -2.59041, -2.08621], [-3.39085, -4.33248, -1.88553], [1.36356, -3.86892, -2.01139], [1.14695, -4.90462, -2.95316], [0.69101, -2.57184, -2.27980], [1.07135, -4.15895, -0.60146], [5.28732, -0.96880, -4.28619], [4.78255, -1.75808, -3.20681], [3.67611, -2.46319, -3.41550], [2.81425, -2.53162, -4.78308], [3.42048, -3.44102, -1.94612], [6.13404, -0.42491, -3.87812], [4.51930, -0.28869, -4.65167], [5.60133, -1.60982, -5.10961]], "lowdin_charge": [1.629, 0.864, -0.649, -0.106, -0.100, -0.092, -0.086, -0.114, -0.210, -0.026, -0.067, -0.083, -0.079, -0.054, -0.622, 0.804, -0.128, -0.222, -0.045, -0.078, -0.086, -0.074, -0.040, 0.136, 0.132, 0.125, 0.137, 0.135, 0.078, 0.093, 0.097, 0.104, 0.105, 0.113, 0.125, 0.081, 0.114, 0.105, 0.104, 0.106, 0.120, -0.166, 0.435, -0.162, -0.192, -0.309, -0.339, -0.040, -0.095, -0.096, -0.043, -0.327, -0.301, 0.428, -0.172, -0.178, -0.170, 0.013, -0.027, 0.032, 0.028, 0.026, -0.002, 0.028, -0.001, 0.024, 0.079, 0.099, 0.099, 0.097, 0.029, 0.019, 0.027, -0.033, 0.031, 0.023, 0.021, 0.030, 0.019, -0.213, -0.135, -0.329, -0.010, 0.234, -0.270, -0.563, -0.411, -0.092, -0.225, -1.172, 0.781, 0.873, 0.095, 0.066, 0.089]}


# 4
{"formula": "CH4N2OS", "method": "the ωB97M-V functional and the def2-TZVPD basis", "lumo_ev": [-0.4, -0.5], "max_force_ev_per_a": 6.7, "spin_multiplicity": 1, "relative_energy_kcal_mol": 101.3, "symbols": ["C", "N", "N", "O", "S", "H", "H", "H", "H"], "coordinates": [[1.14017, 0.04211, 0.92778], [-1.66817, -0.63833, -2.08633], [-0.24311, 0.14030, 0.57394], [-2.24510, -0.24548, -3.00721], [-0.80290, 1.02619, -0.86650], [1.83665, 0.93856, 0.75285], [1.19372, -0.10808, 2.04105], [1.67960, -0.88596, 0.55997], [-0.89085, -0.26930, 1.10445]], "lowdin_charge": [-0.243, -0.123, -0.481, -0.047, 0.659, 0.090, 0.079, 0.076, -0.011]}